{"formula": "C6H6N2O", "method": "ωB97M-V with the def2-TZVPD basis set", "gap_ev": 9.3, "de_lowest_ev": 5.787, "molar_mass_g_mol": 122.1, "e_homo_ev": -9.27, "species": ["C", "C", "C", "C", "C", "C", "H", "H", "H", "H", "H", "H", "N", "N", "O"], "positions_angstrom": [[-1.046908, -2.085369, 1.002980], [-0.433980, -0.964438, 1.315271], [-0.119887, -0.201927, -1.113913], [0.164574, 1.276138, 0.834056], [0.773145, 2.214359, -0.134674], [1.410851, 2.853081, -1.038746], [-1.473608, -2.369637, 0.014942], [-0.869344, -3.175321, 1.865611], [0.437858, -0.732838, 2.389035], [0.082765, 0.700631, -1.636300], [-0.332466, -1.417604, -2.453033], [1.683215, 3.651513, -1.830120], [-0.262479, 0.038251, 0.253248], [-0.226110, -1.425831, -1.449917], [0.212372, 1.638993, 1.981559]], "forces_ev_per_angstrom": [[0.52, -4.80, 2.79], [3.19, 0.74, 1.09], [-0.37, -2.19, 2.10], [1.05, 0.61, -1.75], [3.07, 2.75, -5.01], [-3.12, -0.97, 2.76], [0.22, 0.60, 1.36], [-0.84, 3.84, -2.74], [-3.40, -0.81, -3.65], [-0.09, 0.43, -0.96], [0.57, -0.48, -0.64], [-0.32, -1.98, 1.92], [0.73, 2.09, 3.95], [-0.40, 1.36, -1.47], [-0.82, -1.18, 0.25]], "mulliken_charge": [-0.421, -0.152, 0.024, 0.457, -0.332, -0.127, 0.327, 0.180, 0.181, 0.338, 0.237, 0.348, 0.029, -0.605, -0.482]}

=====

{"formula": "C6H6N2O", "method": "ωB97M-V with the def2-TZVPD basis set", "gap_ev": 10.2, "de_lowest_ev": 0.550, "molar_mass_g_mol": 122.1, "e_homo_ev": -10.21, "species": ["C", "C", "C", "C", "N", "C", "O", "N", "C", "H", "H", "H", "H", "H", "H"], "positions_angstrom": [[-1.881288, -0.300093, 0.272194], [-0.483215, -0.079640, -0.069025], [0.367015, 0.797830, 0.521228], [-0.040997, 1.715300, 1.457348], [-0.390272, 2.393798, 2.309071], [1.811001, 0.498185, 0.045409], [2.913896, 0.852827, 0.381031], [1.627039, -0.360810, -0.967206], [0.274794, -0.936903, -1.067611], [-2.606757, -0.264212, -0.551863], [-2.305035, 0.677962, 0.708002], [-1.958883, -1.115626, 1.002270], [2.463583, -1.025402, -0.997853], [0.228707, -1.940029, -0.892276], [-0.019589, -0.913186, -2.150718]], "forces_ev_per_angstrom": [[-2.03, 2.77, 0.67], [1.38, 0.04, -0.71], [0.89, -1.90, -1.96], [-0.02, 0.71, 1.28], [-0.31, 0.68, 0.47], [-0.70, 0.95, 0.38], [-0.50, 0.57, 0.85], [1.42, -3.56, -1.06], [0.81, 3.28, -1.26], [0.55, -1.32, -0.27], [0.95, -1.43, 0.39], [-0.45, 0.12, -0.44], [-1.69, 1.29, -0.49], [0.09, -2.87, 1.21], [-0.38, 0.68, 0.93]], "mulliken_charge": [-1.243, 0.621, 0.344, 0.051, -0.476, 0.314, -0.616, -0.221, -0.560, 0.351, 0.326, 0.286, 0.280, 0.288, 0.255]}

=====

{"formula": "C6H6N2O", "method": "ωB97M-V with the def2-TZVPD basis set", "gap_ev": 9.7, "de_lowest_ev": 0.331, "molar_mass_g_mol": 122.1, "e_homo_ev": -9.31, "species": ["C", "C", "C", "N", "N", "C", "C", "C", "O", "H", "H", "H", "H", "H", "H"], "positions_angstrom": [[0.873462, 0.220434, 1.460113], [0.534983, 0.061006, -0.007514], [1.735197, 0.133854, -0.865944], [2.691071, 0.092977, -1.528746], [-0.133863, -1.190842, -0.304623], [-1.424995, -0.920438, -0.692217], [-1.702859, 0.401521, -0.802599], [-0.516000, 1.142872, -0.451811], [-0.287609, 2.330576, -0.428808], [-0.055828, 0.161965, 2.075956], [1.402593, 1.157534, 1.657155], [1.523168, -0.602982, 1.777610], [0.102442, -2.043346, 0.175989], [-2.102390, -1.741002, -0.944586], [-2.639370, 0.795864, -1.119972]], "forces_ev_per_angstrom": [[-0.23, -0.28, 0.89], [0.26, 0.11, -0.44], [1.64, -0.07, -0.93], [-1.65, 0.18, 1.13], [-0.82, -0.09, -0.16], [0.10, -0.06, -0.10], [0.18, -0.70, -0.01], [0.15, 0.49, 0.26], [-0.03, -0.47, -0.02], [0.62, 0.20, -0.52], [-0.26, -0.09, -0.14], [-0.03, 0.13, -0.05], [0.06, 0.07, -0.03], [0.31, 0.25, 0.30], [-0.30, 0.33, -0.17]], "mulliken_charge": [-1.474, 1.411, -0.195, -0.474, -0.256, -0.409, -0.628, 0.430, -0.598, 0.345, 0.341, 0.398, 0.263, 0.399, 0.449]}

=====

{"formula": "C6H6N2O2", "method": "ωB97M-V with the def2-TZVPD basis set", "gap_ev": [8.9, 6.2], "de_lowest_ev": 7.719, "molar_mass_g_mol": 138.1, "e_homo_ev": [-9.10, -7.33], "species": ["C", "C", "C", "C", "C", "C", "N", "N", "O", "O", "H", "H", "H", "H", "H", "H"], "positions_angstrom": [[1.683765, 1.592577, -1.029971], [0.822040, 1.045268, -2.065989], [1.170509, 1.319054, 0.217223], [-0.245364, 0.427601, -1.445069], [-1.357734, -0.063560, 2.067381], [-0.708355, -0.005685, 0.949332], [0.010169, 0.594936, -0.043716], [-0.677136, -2.698635, 0.516639], [-0.521141, -2.859584, -0.654346], [-0.629928, -3.400503, 1.497822], [2.591317, 1.969499, -1.456408], [1.236026, 1.160300, -3.051363], [1.356016, 1.377416, 1.251409], [-1.136264, -0.213820, -1.744476], [-1.660270, -0.999907, 2.559062], [-1.933650, 0.755041, 2.432470]], "forces_ev_per_angstrom": [[-0.46, -0.64, -0.45], [0.02, -0.01, 1.88], [-0.50, -0.63, -2.41], [0.14, -0.41, 0.44], [-0.93, -0.44, -0.20], [1.01, -1.22, -1.17], [-2.05, -0.60, 0.26], [0.09, 1.42, 0.88], [0.05, -0.84, 0.38], [-0.03, 0.12, -1.32], [0.53, 0.63, 1.01], [-0.95, -0.38, -0.50], [0.93, 0.59, 0.75], [1.56, 1.17, 0.35], [0.64, 0.13, -0.34], [-0.05, 1.09, 0.44]], "mulliken_charge": [-0.547, -0.358, -0.279, -0.332, -0.766, 0.360, 0.108, 0.633, -0.405, -0.434, 0.357, 0.384, 0.411, 0.324, 0.250, 0.293]}

=====

{"formula": "C6H6N2O2", "method": "ωB97M-V with the def2-TZVPD basis set", "gap_ev": 9.6, "de_lowest_ev": 2.792, "molar_mass_g_mol": 138.1, "e_homo_ev": -9.28, "species": ["O", "C", "C", "C", "N", "C", "O", "N", "H", "H", "H", "H", "C", "C", "H", "H"], "positions_angstrom": [[-1.539895, 0.209980, -0.400490], [-0.555278, -0.082141, 0.306125], [0.186917, -1.269879, 0.149950], [1.145478, -1.576753, 1.154981], [1.557058, -0.670893, 2.082273], [0.766996, 0.533074, 2.191671], [0.605370, 1.040938, 3.327480], [-0.076768, 0.821396, 1.139635], [-0.025524, -1.939613, -0.615596], [1.538281, -2.595206, 1.409802], [2.119103, -1.002646, 2.964736], [-0.530932, 1.772840, 1.241198], [-0.899998, 0.954207, -5.625004], [-1.292494, 0.064673, -4.918074], [-0.472807, 1.704792, -6.210728], [-1.623671, -0.740110, -4.316573]], "forces_ev_per_angstrom": [[0.99, -0.53, 1.01], [-2.68, 0.28, -4.52], [3.32, -1.30, 3.94], [-1.41, -0.87, -1.53], [0.00, 0.97, 1.50], [-0.83, -1.09, 4.55], [1.30, -0.32, -3.19], [1.56, 3.66, 2.88], [-0.55, -1.08, -0.90], [-0.21, 0.96, -1.13], [-1.84, 1.22, -2.37], [0.34, -1.91, -0.24], [-0.35, -1.18, 0.95], [0.31, 0.64, -0.62], [0.20, 0.66, -0.50], [-0.15, -0.10, 0.19]], "mulliken_charge": [-0.666, 0.528, -0.562, -0.156, -0.159, 0.322, -0.585, -0.110, 0.444, 0.330, 0.332, 0.278, -0.259, -0.477, 0.375, 0.364]}

=====

{"formula": "C6H6N2O2", "method": "ωB97M-V with the def2-TZVPD basis set", "gap_ev": [7.1, 7.1], "de_lowest_ev": 6.622, "molar_mass_g_mol": 138.1, "e_homo_ev": [-8.69, -8.69], "species": ["C", "C", "N", "C", "C", "C", "C", "N", "O", "O", "H", "H", "H", "H", "H", "H"], "positions_angstrom": [[-1.079539, 1.772666, 1.683650], [0.011707, 0.617267, 1.516205], [0.139280, -0.180265, 0.314122], [-0.048707, -1.470997, 0.427920], [0.294885, -2.013166, -0.788347], [0.670086, -0.961786, -1.600599], [0.631942, 0.187130, -0.897654], [0.657497, 0.194852, 2.712323], [0.413886, 0.874401, 3.667456], [1.525818, -0.632897, 2.612598], [-1.238121, 2.219044, 2.589856], [-1.807160, 1.920343, 0.869280], [-0.217921, -1.810174, 1.437323], [0.211482, -2.934586, -1.253134], [0.970629, -1.137752, -2.648059], [0.931431, 1.178039, -1.018835]], "forces_ev_per_angstrom": [[4.59, -7.08, -3.52], [-6.81, 5.25, -1.88], [0.24, 3.94, 3.49], [-0.01, -2.95, 0.00], [-0.72, 0.32, 0.74], [1.10, 0.13, -2.65], [-0.33, -0.02, 0.29], [1.32, 1.26, -1.02], [-0.29, 0.10, 1.94], [0.40, -1.06, 0.38], [0.12, 1.08, 2.10], [0.90, -0.01, 0.21], [-0.43, -0.74, -0.44], [-0.22, -2.01, 0.17], [-0.14, 0.54, 0.77], [0.28, 1.26, -0.59]], "mulliken_charge": [-0.769, 0.224, 0.236, -0.153, -0.839, -0.332, -0.456, 0.930, -0.617, -0.538, 0.395, 0.276, 0.404, 0.457, 0.355, 0.426]}

=====

{"formula": "C6H6N2O2", "method": "ωB97M-V with the def2-TZVPD basis set", "gap_ev": [8.8, 8.8], "de_lowest_ev": 4.473, "molar_mass_g_mol": 138.1, "e_homo_ev": [-8.93, -8.93], "species": ["C", "N", "N", "C", "O", "C", "C", "C", "O", "C", "H", "H", "H", "H", "H", "H"], "positions_angstrom": [[-0.904404, 1.412927, 2.306745], [-1.128031, 0.274871, 1.764345], [-0.575850, 0.027795, 0.514774], [-0.015042, -1.559727, 0.529358], [0.016990, -2.202901, 1.525288], [0.408369, -1.909488, -0.817423], [0.660509, -1.024813, -1.802901], [0.585763, 0.433915, -1.589214], [1.361481, 0.945300, -0.461102], [-0.038998, 0.938300, -0.311758], [-1.224069, 1.725303, 3.347874], [-0.501156, 2.228840, 1.697926], [0.550655, -3.022539, -1.028730], [0.991464, -1.307225, -2.889696], [0.378739, 1.158398, -2.390684], [-0.566419, 1.881043, -0.394802]], "forces_ev_per_angstrom": [[-0.75, 0.65, -0.16], [1.05, 0.69, 0.88], [-1.04, -5.08, 2.51], [-0.59, 3.17, -0.07], [-0.38, 0.59, -0.64], [0.63, -1.66, -1.65], [0.42, -0.02, -1.56], [-0.82, 0.76, 1.35], [0.25, 0.66, -0.83], [0.79, 0.07, -1.76], [0.04, -1.03, -1.41], [0.44, -0.04, 0.37], [-0.26, 1.68, 0.49], [-0.79, 0.06, 2.34], [0.87, -0.69, -0.07], [0.13, 0.20, 0.23]], "mulliken_charge": [-0.238, -0.780, 0.407, 0.271, -0.439, -0.323, -0.316, -0.195, -0.459, 0.028, 0.250, 0.234, 0.303, 0.290, 0.393, 0.574]}

=====

{"formula": "C6H6N2O2", "method": "ωB97M-V with the def2-TZVPD basis set", "gap_ev": [8.7, 5.6], "de_lowest_ev": 5.005, "molar_mass_g_mol": 138.1, "e_homo_ev": [-10.35, -8.38], "species": ["C", "C", "C", "C", "C", "C", "N", "N", "O", "O", "H", "H", "H", "H", "H", "H"], "positions_angstrom": [[-1.565389, 1.986937, -0.300283], [-1.079695, 0.880915, -0.381929], [0.908274, -0.206572, -1.040200], [1.529828, 0.438629, 1.350596], [-0.508230, -0.285001, -0.638691], [-1.408403, -1.476934, -0.695560], [1.749019, 0.153271, -0.048431], [0.622204, -0.411424, 1.831066], [1.201923, -0.375490, -2.191316], [2.374653, 1.085722, 1.950649], [-1.826477, 3.026681, -0.013570], [-0.982349, -2.267952, -1.308483], [-2.426210, -1.156297, -1.175351], [-1.531316, -1.659667, 0.338081], [2.645249, 0.440622, -0.392313], [0.296918, -0.173441, 2.715734]], "forces_ev_per_angstrom": [[-0.29, 1.95, 0.88], [-1.04, 2.77, 0.25], [-0.43, -0.16, 1.00], [1.67, -1.24, -1.13], [0.08, -2.23, 0.60], [-1.05, 1.25, -2.39], [0.96, 1.08, -0.06], [-0.56, -0.85, -1.92], [0.50, -0.31, -0.93], [-0.89, 0.19, -0.17], [0.13, -1.49, -0.59], [0.01, -0.23, 0.44], [1.79, -0.63, 1.01], [-0.49, -1.09, 0.98], [0.50, 0.18, 0.02], [-0.87, 0.81, 2.01]], "mulliken_charge": [0.108, -0.307, 0.410, 0.442, 0.277, -1.142, -0.078, -0.393, -0.578, -0.562, 0.415, 0.362, 0.318, 0.279, 0.233, 0.218]}